*A*
{
  "formula": "C25H27N3O6",
  "method": "wB97M-V/def2-TZVPD",
  "symbols": ["C", "C", "H", "H", "O", "C", "C", "C", "C", "C", "C", "O", "C", "C", "H", "H", "H", "H", "H", "H", "C", "N", "C", "O", "C", "C", "C", "O", "C", "C", "C", "C", "O", "H", "H", "H", "O", "H", "C", "H", "C", "H", "C", "N", "C", "N", "C", "C", "H", "H", "H", "H", "H", "H", "H", "H", "H", "H", "H", "H", "H"],
  "positions_angstrom": [[4.692, -2.365, 0.275], [4.594, -0.971, -0.566], [4.322, -1.162, -1.640], [5.617, -0.525, -0.442], [3.848, -0.162, -0.149], [2.517, -0.270, -0.287], [2.023, -1.173, -1.035], [0.504, -1.257, -1.620], [-0.299, -0.294, -1.061], [0.256, 0.794, -0.155], [1.433, 0.589, 0.293], [2.164, 1.439, 0.998], [1.600, 2.706, 1.486], [0.561, 2.178, 2.893], [-0.123, 1.443, 2.438], [0.257, 3.053, 3.460], [1.425, 1.813, 3.559], [0.880, 3.168, 0.974], [2.072, 3.375, 1.892], [-0.441, 1.506, 0.396], [-1.758, -0.230, -1.363], [-2.582, -0.630, 0.070], [-3.456, 0.404, 0.383], [-4.116, 0.445, 1.459], [-3.340, 1.404, -0.830], [-2.336, 1.291, -1.607], [-1.634, 2.065, -2.795], [-1.623, 1.352, -3.786], [-1.632, 3.420, -2.483], [-1.540, 4.470, -3.519], [-1.614, 5.564, -2.905], [-1.585, 5.251, -1.666], [-1.784, 4.011, -1.360], [-1.499, 5.962, -0.716], [-1.335, 6.608, -3.305], [-1.698, 4.186, -4.556], [-3.958, 2.621, -0.644], [-4.513, 2.593, 0.545], [-2.380, -1.821, 0.594], [-1.879, -2.582, 0.033], [-1.498, -1.433, 1.948], [-2.123, -1.124, 2.861], [-0.963, -2.975, 2.470], [0.048, -3.523, 1.555], [1.198, -3.357, 1.365], [1.760, -3.775, 0.383], [0.882, -4.629, -0.033], [-0.286, -4.360, 0.598], [-1.404, -5.074, 0.467], [1.058, -5.578, -0.702], [1.624, -2.475, 1.924], [-1.948, -3.624, 2.518], [-0.724, -2.669, 3.253], [-0.615, -0.850, 1.660], [-3.324, -2.048, 0.875], [-2.099, -0.753, -1.938], [0.177, -1.944, -2.260], [2.508, -2.055, -1.528], [4.850, -2.289, 1.294], [5.440, -2.820, -0.005], [3.792, -2.915, 0.032]],
  "homo_lumo_gap_ev": 7.9,
  "homo_energy_ev": -8.30,
  "total_charge": 0
}



*B*
{
  "formula": "C25H27N3O6",
  "method": "wB97M-V/def2-TZVPD",
  "symbols": ["C", "C", "O", "C", "C", "C", "C", "C", "C", "C", "O", "C", "C", "C", "C", "O", "C", "O", "C", "O", "N", "C", "C", "C", "N", "C", "C", "N", "C", "C", "C", "O", "C", "C", "H", "H", "H", "H", "H", "H", "H", "H", "H", "H", "H", "H", "H", "H", "H", "H", "H", "H", "H", "H", "H", "H", "H", "H", "H", "H", "H"],
  "positions_angstrom": [[-6.974, 0.233, 1.224], [-5.524, 0.096, 1.663], [-4.730, 0.034, 0.496], [-3.382, -0.048, 0.623], [-2.693, -0.129, 1.821], [-1.307, -0.218, 1.839], [-0.598, -0.215, 0.657], [0.912, -0.289, 0.643], [1.518, 1.014, 0.175], [1.418, 2.196, 1.031], [1.222, 2.097, 2.232], [1.571, 3.498, 0.386], [1.816, 4.727, 0.959], [1.853, 5.652, -0.099], [1.615, 4.927, -1.233], [1.443, 3.637, -0.951], [2.183, 0.794, -0.980], [2.906, 1.591, -1.756], [2.069, -0.648, -1.335], [2.522, -1.162, -2.344], [1.391, -1.242, -0.335], [1.079, -2.645, -0.293], [1.805, -3.383, 0.838], [3.327, -3.427, 0.661], [3.937, -2.127, 0.734], [3.905, -1.266, 1.798], [4.562, -0.141, 1.396], [4.999, -0.293, 0.118], [4.616, -1.485, -0.245], [-1.279, -0.122, -0.556], [-2.658, -0.047, -0.594], [-3.417, 0.052, -1.717], [-2.801, -0.005, -2.987], [-2.399, -1.422, -3.390], [-7.622, 0.285, 2.094], [-7.258, -0.621, 0.615], [-7.095, 1.135, 0.631], [-5.393, -0.818, 2.260], [-5.229, 0.960, 2.276], [-3.225, -0.126, 2.758], [-0.788, -0.270, 2.784], [1.274, -0.525, 1.649], [1.957, 4.914, 2.004], [2.028, 6.706, -0.033], [1.544, 5.221, -2.262], [3.326, 1.031, -2.433], [1.374, -3.059, -1.262], [-0.002, -2.766, -0.163], [1.436, -4.409, 0.867], [1.559, -2.911, 1.791], [3.573, -3.853, -0.315], [3.756, -4.070, 1.439], [3.448, -1.525, 2.731], [4.743, 0.765, 1.939], [4.804, -1.922, -1.205], [-0.700, -0.103, -1.466], [-1.939, 0.672, -3.033], [-3.567, 0.367, -3.672], [-2.011, -1.417, -4.405], [-3.267, -2.075, -3.346], [-1.636, -1.819, -2.725]],
  "homo_lumo_gap_ev": 8.0,
  "homo_energy_ev": -8.03,
  "total_charge": 0,
  "smiles": "CCOc1ccc([C@@H]2C(C(=O)c3ccco3)=C(O)C(=O)N2CCCn2ccnc2)cc1OCC"
}



Which structure is the most stable? The one labeled *B*.



*A*
{
  "formula": "C19H19N3O2",
  "method": "wB97M-V/def2-TZVPD",
  "symbols": ["C", "C", "O", "C", "C", "C", "C", "C", "C", "O", "N", "C", "C", "N", "N", "C", "C", "C", "C", "C", "C", "C", "C", "C", "H", "H", "H", "H", "H", "H", "H", "H", "H", "H", "H", "H", "H", "H", "H", "H", "H", "H", "H"],
  "positions_angstrom": [[5.780, -4.071, 4.028], [4.680, -3.289, 3.329], [4.087, -4.146, 2.370], [3.050, -3.685, 1.630], [2.490, -4.593, 0.728], [1.421, -4.223, -0.060], [0.898, -2.942, 0.013], [1.459, -2.025, 0.894], [0.953, -0.630, 1.061], [1.041, -0.029, 2.113], [0.410, -0.096, -0.069], [-0.137, 1.178, -0.184], [-0.311, 2.166, 0.803], [-0.877, 3.238, 0.283], [-1.067, 2.983, -1.003], [-1.724, 3.935, -1.858], [-3.086, 3.443, -2.284], [-3.969, 2.956, -1.328], [-5.216, 2.490, -1.703], [-5.594, 2.511, -3.035], [-4.720, 2.997, -3.991], [-3.468, 3.457, -3.617], [-0.643, 1.745, -1.339], [2.524, -2.402, 1.708], [6.262, -3.444, 4.773], [6.521, -4.398, 3.304], [5.361, -4.947, 4.515], [5.099, -2.403, 2.832], [3.925, -2.960, 4.056], [2.905, -5.587, 0.676], [0.985, -4.941, -0.739], [0.038, -2.684, -0.589], [0.433, -0.641, -0.918], [-0.044, 2.120, 1.838], [-1.101, 4.136, -2.736], [-1.820, 4.855, -1.273], [-3.672, 2.944, -0.290], [-5.896, 2.112, -0.954], [-6.568, 2.149, -3.328], [-5.009, 3.015, -5.032], [-2.787, 3.834, -4.367], [-0.728, 1.365, -2.337], [2.910, -1.664, 2.393]],
  "homo_lumo_gap_ev": 9.0,
  "homo_energy_ev": -8.30,
  "total_charge": 0,
  "smiles": "CCOc1cccc(C(=O)Nc2cnn(Cc3ccccc3)c2)c1"
}



*B*
{
  "formula": "C19H19N3O2",
  "method": "wB97M-V/def2-TZVPD",
  "symbols": ["C", "C", "C", "C", "C", "C", "N", "C", "N", "C", "C", "O", "C", "C", "C", "C", "C", "C", "C", "C", "O", "N", "C", "C", "H", "H", "H", "H", "H", "H", "H", "H", "H", "H", "H", "H", "H", "H", "H", "H", "H", "H", "H"],
  "positions_angstrom": [[5.698, 0.881, 0.821], [4.834, -0.275, 0.311], [3.443, 0.202, 0.005], [3.125, 0.706, -1.249], [1.856, 1.178, -1.523], [0.870, 1.158, -0.540], [-0.397, 1.642, -0.872], [-1.578, 1.421, -0.231], [-1.663, 0.883, 0.916], [-2.981, 0.575, 1.404], [-3.486, -0.772, 0.844], [-4.662, -1.045, 0.849], [-2.454, -1.657, 0.257], [-2.746, -2.295, -0.947], [-1.789, -3.074, -1.570], [-0.542, -3.235, -0.989], [-0.258, -2.629, 0.225], [-1.207, -1.842, 0.848], [-4.010, 1.660, 1.071], [-3.948, 2.007, -0.398], [-4.870, 2.416, -1.058], [-2.700, 1.851, -0.953], [1.185, 0.676, 0.725], [2.457, 0.202, 0.983], [5.267, 1.304, 1.725], [5.758, 1.667, 0.071], [6.705, 0.535, 1.044], [4.798, -1.058, 1.071], [5.289, -0.694, -0.589], [3.877, 0.725, -2.024], [1.626, 1.561, -2.508], [-0.460, 2.056, -1.792], [-2.906, 0.455, 2.492], [-3.722, -2.157, -1.388], [-2.017, -3.557, -2.509], [0.208, -3.839, -1.479], [0.710, -2.765, 0.683], [-0.991, -1.380, 1.797], [-5.018, 1.320, 1.311], [-3.802, 2.571, 1.638], [-2.610, 2.121, -1.924], [0.424, 0.677, 1.485], [2.688, -0.175, 1.969]],
  "homo_lumo_gap_ev": 8.7,
  "homo_energy_ev": -8.26,
  "total_charge": 0,
  "smiles": "CCc1ccc(NC2=N[C@H](C(=O)c3ccccc3)CC(=O)N2)cc1"
}



Which structure is the most stable? The one labeled *B*.



*A*
{
  "formula": "C4H6IN",
  "method": "wB97M-V/def2-TZVPD",
  "symbols": ["C", "C", "C", "C", "N", "I", "H", "H", "H", "H", "H", "H"],
  "positions_angstrom": [[0.511, 0.661, -0.427], [-0.361, 1.800, -0.294], [-1.306, 1.368, 0.844], [1.019, -1.887, -0.154], [0.821, -0.481, -0.230], [-2.584, -0.220, 0.308], [0.323, 2.590, 0.002], [-0.937, 1.734, -1.287], [-0.694, 1.152, 1.744], [1.246, -2.227, 0.925], [1.869, -2.191, -0.908], [0.092, -2.300, -0.523]],
  "homo_lumo_gap_ev": [6.8, 6.8],
  "homo_energy_ev": [-6.46, -6.46],
  "total_charge": 0
}



*B*
{
  "formula": "C4H6IN",
  "method": "wB97M-V/def2-TZVPD",
  "symbols": ["I", "N", "C", "C", "C", "C", "H", "H", "H", "H", "H", "H"],
  "positions_angstrom": [[2.915, 0.220, 0.269], [1.578, -1.176, -0.554], [0.448, -1.420, 0.246], [-0.405, 0.197, 0.419], [-1.106, 1.104, 0.989], [-1.204, 1.115, -0.499], [1.519, -0.734, -1.474], [-0.433, -2.005, -0.322], [0.593, -1.708, 1.240], [-1.230, 1.792, 1.818], [-2.165, 0.955, -0.993], [-0.510, 1.660, -1.139]],
  "homo_lumo_gap_ev": 8.4,
  "homo_energy_ev": -8.79,
  "total_charge": 0,
  "smiles": "INCC1=CC1"
}



Which structure is the most stable? The one labeled *A*.



*A*
{
  "formula": "C4H10N4OS",
  "method": "wB97M-V/def2-TZVPD",
  "symbols": ["C", "C", "C", "C", "N", "N", "N", "N", "O", "S", "H", "H", "H", "H", "H", "H", "H", "H", "H", "H"],
  "positions_angstrom": [[-2.817, -1.433, -0.073], [-0.634, -0.410, 0.257], [1.378, 0.841, 0.403], [2.558, 0.878, -0.557], [-3.525, -0.450, -0.473], [-1.495, -1.439, 0.180], [-1.748, 1.019, 0.683], [0.610, -0.321, 0.142], [3.468, -0.303, -0.365], [-2.814, 1.192, -0.477], [-3.307, -2.428, -0.005], [1.665, 0.882, 1.573], [0.780, 1.754, 0.328], [3.150, 1.758, -0.777], [2.022, 0.711, -1.655], [-4.483, -0.788, -0.608], [-1.196, -2.429, 0.410], [-1.847, 1.394, 1.708], [4.158, -0.244, -1.130], [4.078, -0.184, 0.436]],
  "homo_lumo_gap_ev": 9.0,
  "homo_energy_ev": -16.08,
  "total_charge": 2
}



*B*
{
  "formula": "C4H10N4OS",
  "method": "wB97M-V/def2-TZVPD",
  "symbols": ["N", "C", "C", "N", "C", "S", "N", "C", "N", "O", "H", "H", "H", "H", "H", "H", "H", "H", "H", "H"],
  "positions_angstrom": [[-1.373, -2.080, 0.631], [-0.047, -2.151, 0.756], [0.850, -1.216, 0.497], [2.315, -1.551, 0.749], [0.794, 0.337, -0.062], [2.104, 1.225, -0.154], [-0.410, 0.765, -0.627], [-0.773, 2.021, -0.770], [-1.907, 2.422, -1.264], [0.044, 2.961, -0.283], [-1.868, -1.205, 0.360], [-1.973, -2.898, 0.904], [0.308, -3.083, 1.197], [2.652, -0.636, 1.252], [2.915, -1.739, 0.006], [2.438, -2.346, 1.359], [-1.249, 0.240, -0.992], [-2.590, 1.660, -1.377], [-1.986, 3.378, -1.714], [-0.243, 3.897, -0.470]],
  "homo_lumo_gap_ev": 8.3,
  "homo_energy_ev": -16.52,
  "total_charge": 2,
  "smiles": "N/C=C(/[NH3+])C(=S)NC(=[NH2+])O"
}



Which structure is the most stable? The one labeled *B*.



*A*
{
  "formula": "C6H10N2O3",
  "method": "wB97M-V/def2-TZVPD",
  "symbols": ["C", "N", "C", "C", "C", "O", "N", "C", "O", "C", "O", "H", "H", "H", "H", "H", "H", "H", "H", "H", "H"],
  "positions_angstrom": [[-0.220, -2.096, -0.532], [-0.442, -0.776, -1.268], [-1.659, -0.899, -2.077], [-0.590, 0.307, -0.330], [0.579, 0.943, -0.137], [1.736, 0.671, -0.805], [0.813, 2.000, 0.708], [0.461, 1.732, 1.991], [0.985, 0.383, 2.441], [1.375, 1.426, 3.135], [1.995, 1.747, 4.068], [0.559, -1.952, 0.211], [-1.133, -2.638, -0.102], [0.094, -2.688, -1.338], [-2.573, -1.438, -1.681], [-2.009, 0.038, -2.359], [-1.323, -1.570, -2.926], [-1.515, 0.591, 0.078], [1.757, 0.130, -1.679], [1.730, 2.426, 0.444], [-0.620, 1.664, 2.158]],
  "homo_lumo_gap_ev": 8.8,
  "homo_energy_ev": -8.10,
  "total_charge": 0,
  "smiles": "CN(C)/C=C(\\O)N[C@H]1OC1=O"
}



*B*
{
  "formula": "C6H10N2O3",
  "method": "wB97M-V/def2-TZVPD",
  "symbols": ["C", "C", "C", "C", "C", "C", "N", "N", "O", "O", "O", "H", "H", "H", "H", "H", "H", "H", "H", "H", "H"],
  "positions_angstrom": [[-1.350, -0.528, 0.307], [1.553, -0.819, -0.667], [-2.538, 0.082, 0.224], [-0.796, -1.891, -0.097], [0.568, 0.439, 1.062], [2.255, 1.495, -0.379], [0.662, -1.833, -0.186], [1.324, 0.379, -0.151], [2.456, -1.049, -1.426], [-1.307, -2.475, -1.234], [0.209, 1.671, 1.399], [-2.761, 1.131, 0.653], [-3.332, -0.404, -0.200], [-1.184, -2.553, 0.850], [0.675, -0.447, 1.702], [3.280, 1.252, -0.082], [2.392, 1.755, -1.501], [1.944, 2.340, 0.250], [1.044, -2.653, -0.628], [-1.371, -1.884, -1.894], [0.041, 2.103, 0.599]],
  "homo_lumo_gap_ev": 8.4,
  "homo_energy_ev": -7.95,
  "total_charge": 0
}



Which structure is the most stable? The one labeled *A*.



*A*
{
  "formula": "C6H12O4",
  "method": "wB97M-V/def2-TZVPD",
  "symbols": ["O", "C", "C", "C", "C", "O", "C", "C", "O", "H", "H", "H", "H", "H", "H", "H", "H", "H", "H", "O", "H", "H"],
  "positions_angstrom": [[2.414, -1.438, -0.259], [1.458, -1.012, 0.695], [0.290, -0.478, -0.073], [0.257, 0.583, -0.901], [-1.170, 0.948, -1.195], [-1.910, -0.190, -0.768], [-1.118, -0.999, 0.099], [-1.647, -0.869, 1.525], [-3.047, -1.032, 1.581], [2.739, -0.644, -0.773], [1.864, -0.230, 1.355], [1.176, -1.903, 1.275], [1.018, 0.760, -1.664], [-1.350, 1.109, -2.270], [-1.491, 1.862, -0.664], [-1.215, -2.050, -0.220], [-1.346, 0.114, 1.929], [-1.208, -1.651, 2.159], [-3.418, -0.697, 0.758], [2.859, 2.622, -1.149], [1.911, 2.945, -1.175], [2.936, 2.251, -0.265]],
  "homo_lumo_gap_ev": 9.5,
  "homo_energy_ev": -9.28,
  "total_charge": 0,
  "smiles": "OCC1=CCO[C@@H]1CO.O"
}



*B*
{
  "formula": "C6H12O4",
  "method": "wB97M-V/def2-TZVPD",
  "symbols": ["C", "C", "C", "C", "O", "O", "H", "H", "H", "H", "H", "H", "H", "H", "C", "C", "O", "O", "H", "H", "H", "H"],
  "positions_angstrom": [[-1.109, 0.514, -0.341], [1.003, 1.176, -1.283], [0.373, 0.669, -0.167], [2.148, 2.131, -1.235], [-1.952, 1.548, -0.093], [-1.458, -0.166, -1.447], [-1.994, 1.681, 0.864], [-2.417, -0.099, -1.559], [0.654, 0.875, -2.263], [0.601, 1.176, 0.768], [0.521, -0.662, 0.464], [2.352, 2.466, -0.216], [3.067, 1.676, -1.624], [1.957, 3.013, -1.852], [-0.456, -2.765, 0.649], [-0.402, -1.379, 1.246], [0.101, -1.411, 2.537], [-1.428, -0.569, 1.059], [-0.105, -0.564, 2.953], [-1.255, -3.329, 1.142], [-0.689, -2.694, -0.411], [0.488, -3.286, 0.810]],
  "homo_lumo_gap_ev": 8.0,
  "homo_energy_ev": -7.46,
  "total_charge": 0
}



Which structure is the most stable? The one labeled *A*.